(1)
# C15H14ClN3S

C15H14ClN3S in the gas phase (ωB97M-V with the def2-TZVPD basis set, the Open Molecules 2025 dataset).

Values from the calculation:
- energy above the lowest of the compared OMol25 structures with the same formula, charge and spin (kcal/mol) = 0.0
- 2S+1 = 1
- lowest unoccupied orbital energy (eV) = 0.780
- frontier orbital gap (eV) = 8.47
- strongest force on any atom (eV/Å) = 0.8

Each line ends with the Mulliken charge.
Element x y z (Å)
C 0.52915 2.94827 -2.61709  -0.9263
C 3.29766 0.36452 -2.01852  -0.8570
H -0.51335 2.66790 -2.48762  0.2889
C -1.24433 -0.33358 2.35690  -0.5920
S -1.02472 1.68531 0.49601  -0.3996
H 4.85205 -0.89143 -2.75344  0.3854
H -3.41429 -3.21069 3.98564  0.2205
C 1.29183 2.74492 -1.31036  -0.8611
H 0.57535 3.99167 -2.91589  0.3681
H -1.40050 -1.90738 3.78504  0.2855
N -3.95705 -2.51549 3.50160  -0.5301
C -1.89101 0.41464 1.38367  0.2613
C 0.30491 0.75655 -0.14046  0.3649
C -3.92044 -0.80651 1.81457  -0.6118
C 2.30916 -2.01664 -0.81590  -0.6348
C 1.64008 -0.81004 -0.65649  0.1986
C 3.94706 -0.84613 -2.16584  -0.6275
H -0.20254 -0.14698 2.55921  0.3887
C 3.46132 -2.01286 -1.57517  -0.4669
H 3.67781 1.26374 -2.48027  0.3318
C -3.23551 0.17630 1.12667  0.2784
H 4.00460 -2.93516 -1.71959  0.3701
H -4.96381 -0.97973 1.60046  0.3174
H 0.84024 3.34830 -0.51707  0.3931
N 1.26687 1.36839 -0.89582  0.3603
H -4.83240 -2.83599 3.12271  0.2120
C -3.26623 -1.57655 2.77771  0.9123
C -1.91629 -1.32227 3.03893  -0.6576
N 0.48926 -0.52124 0.03207  -0.6518
H 0.96029 2.33565 -3.40589  0.3006
C 2.14162 0.36950 -1.25734  0.9875
Cl -4.07405 1.10513 -0.06137  -0.2255
H 1.93019 -2.91631 -0.35860  0.4409
H 2.33709 3.04416 -1.42849  0.3760

Forces on atoms 1 to 2 (eV/Å):
C 0.1339 0.0029 0.1782
C 0.0021 0.1995 -0.0513

***

(2)
# C5H11N2S

A gas-phase ion, C5H11N2S (charge +1) (ωB97M-V with the def2-TZVPD basis set, the Open Molecules 2025 dataset).

Values from the calculation:
- energy above the lowest of the compared OMol25 structures with the same formula, charge and spin (kcal/mol) = 86.2
- 2S+1 = 1
- lowest unoccupied orbital energy (eV) = -5.461
- frontier orbital gap (eV) = 7.85
- charge = +1
- strongest force on any atom (eV/Å) = 3.8

Each line ends with the Mulliken charge.
Element x y z (Å)
H 0.91453 0.08908 1.59185  0.4199
H 2.45100 0.66252 1.32043  0.3691
C 0.34280 -0.65815 -1.50622  -0.6798
H -0.69284 1.01309 1.64712  0.2591
C 1.35074 -1.55543 -1.17080  -0.3239
C -0.37615 0.08765 -0.62118  0.8957
H -2.04059 -0.20049 0.40193  0.3436
H 1.63907 -2.35460 -1.81001  0.4298
H 0.27842 -0.27743 -2.53882  0.3405
H -0.74942 2.09601 -0.19061  0.3330
N -0.57843 0.09318 1.90629  -0.4280
S 2.34306 -1.22566 0.21788  0.1642
C -0.97386 -0.49568 0.63312  -0.6749
H -2.20871 1.32575 -0.98937  0.2888
N 1.68681 0.11852 0.82069  -0.4570
H -0.97849 -0.19717 2.72249  0.1767
C -0.99640 1.39595 -1.02085  -1.3764
H -0.86369 -1.56498 0.51075  0.4452
H -0.54786 1.64783 -1.92468  0.4742

Forces on atoms 1 to 2 (eV/Å):
H 0.0606 -0.7506 -0.8795
H -0.7776 -0.7047 -1.1559

***

(3)
# CH5OPS

2 unconnected molecules or ions with the total composition CH5OPS (ωB97M-V with the def2-TZVPD basis set, the Open Molecules 2025 dataset).

Values from the calculation:
- energy above the lowest of the compared OMol25 structures with the same formula, charge and spin (kcal/mol) = 32.1
- 2S+1 = 3
- lowest unoccupied orbital energy (alpha / beta) (eV) = 0.853 / -2.652
- frontier orbital gap (alpha / beta) (eV) = 8.61 / 7.19
- strongest force on any atom (eV/Å) = 2.4

Each line ends with the Mulliken charge.
Element x y z (Å)
H -1.91956 1.07358 -0.58877  0.1693
S -2.99307 0.64424 0.05324  -0.1484
C 0.16630 -0.15645 0.03000  -0.6315
H -0.59367 -0.50554 -0.74841  0.2715
H 1.03704 -0.87813 0.13865  0.3104
O 0.85464 1.10045 -0.08927  -0.1728
H -0.49753 -0.00450 0.88717  0.2341
H 2.46067 2.67501 0.47877  0.0303
P 2.44009 1.31565 -0.01212  -0.0628

Forces on atoms 1 to 2 (eV/Å):
H 0.2478 0.3579 -0.2870
S -0.5642 -0.1157 0.2466

***

(4)
# C10H15NS

C10H15NS in the gas phase (ωB97M-V with the def2-TZVPD basis set, the Open Molecules 2025 dataset).

Values from the calculation:
- energy above the lowest of the compared OMol25 structures with the same formula, charge and spin (kcal/mol) = 93.1
- 2S+1 = 1
- lowest unoccupied orbital energy (alpha / beta) (eV) = 0.419 / 0.419
- frontier orbital gap (alpha / beta) (eV) = 7.06 / 7.06
- strongest force on any atom (eV/Å) = 3.6

Each line ends with the Mulliken charge.
Element x y z (Å)
N -0.83646 -1.34350 -0.23467  -0.4727
C 4.50312 0.66107 -0.46717  -0.9507
C -2.05148 -1.69644 -0.62722  -0.5044
C -1.67956 0.86230 0.23444  -0.8377
H -1.68058 1.89893 0.67068  0.2734
H 1.39421 -0.75643 2.62962  0.3548
H 5.34757 0.61574 -1.17739  0.3004
H -2.30343 -2.66452 -0.95180  0.3871
H -4.09487 -1.26645 -1.24679  0.1565
C -3.08667 -0.83289 -0.79898  -0.4096
H 5.11218 0.44695 0.52106  0.1941
C 1.40808 -0.99374 1.62212  -1.2571
C 0.61463 0.11686 0.95146  -0.0679
H 3.42487 -1.19182 -1.01161  0.4782
H 0.86074 1.08353 1.56514  0.3961
C -0.66753 -0.13548 0.35393  0.4586
H -4.39920 1.54758 0.77604  0.3318
H -3.68047 2.44516 -0.45180  0.3750
H 1.26271 -0.83825 -1.27246  0.2002
H 2.38331 -1.01245 1.24636  0.3239
C 3.33124 -0.19303 -0.74749  -0.4272
H -4.86514 1.05871 -0.85257  0.3518
C -4.06559 1.47396 -0.22701  -1.3491
H 4.14842 1.65462 -0.51719  0.3253
C -2.88573 0.52690 -0.44535  0.9905
S 1.75302 0.30989 -0.88277  -0.0329
H 0.75262 -1.77722 1.34140  0.4117

Forces on atoms 1 to 2 (eV/Å):
N 0.1476 -0.3067 1.2589
C 1.8617 -0.7222 1.2483

***

(5)
# C28H25Cl3F5IMnN2PS

A molecular structure, C28H25Cl3F5IMnN2PS (ωB97M-V with the def2-TZVPD basis set, the Open Molecules 2025 dataset).

Values from the calculation:
- energy above the lowest of the compared OMol25 structures with the same formula, charge and spin (kcal/mol) = 23.9
- 2S+1 = 2
- lowest unoccupied orbital energy (alpha / beta) (eV) = 0.492 / 0.591
- frontier orbital gap (alpha / beta) (eV) = 5.16 / 5.14
- charge = -1
- strongest force on any atom (eV/Å) = 0.9

Each line ends with the Mulliken charge.
Element x y z (Å)
C -1.59629 0.96269 -2.59115  0.1931
C -1.81716 -2.96704 0.42163  0.3171
C 2.58347 1.90442 2.63735  -1.5439
P 1.47875 -0.34720 1.09583  0.6217
C -2.13833 3.27205 -4.16131  -0.8075
C 0.61444 -0.58166 -2.16668  -0.5375
C -2.33310 0.51776 3.71331  -0.7223
Cl -2.32468 -3.57595 3.33861  -0.4427
H 1.58397 -2.53928 2.02688  0.4707
H 3.34324 2.13432 1.89005  0.3121
F 2.60158 -2.93225 -4.16637  -0.3710
C 1.05103 -1.72006 -2.82538  0.9568
F 0.27075 -2.82714 -2.80426  -0.3885
H -2.28605 -0.27085 4.45339  0.4398
C 1.48515 0.49126 -2.25574  1.0166
H 1.84310 -0.44620 4.26152  0.2605
C 3.72474 -1.74621 0.13198  -1.3465
C 2.14974 -1.36418 3.75855  -1.5229
H 0.94286 1.99782 1.25707  0.2387
H 3.14250 -1.96841 -0.76442  0.1766
C -2.14122 1.20328 1.43029  -1.0207
S -2.53582 3.53671 0.41525  -0.4766
N -1.37693 -1.99458 -0.07421  0.4324
H -1.85574 -0.81745 2.11773  -0.1487
C 1.34609 -1.57105 2.47857  -0.3787
C -2.47332 2.50876 1.81989  0.9805
N -1.92117 1.05786 0.07199  0.4542
H -2.66156 -2.67685 -2.26208  0.5913
C 2.69448 0.45635 -2.92512  0.1061
H 0.28851 -1.62537 2.73522  0.1425
C -2.71666 2.83483 3.14643  -0.6942
H -2.35337 4.14176 -4.76956  0.3815
C 3.07466 -0.70510 -3.57386  0.8114
C -2.63977 1.82660 4.09114  -0.4830
C 3.30319 -0.40988 0.73811  -0.7671
H 0.55881 1.13807 2.73753  0.1531
C -2.08340 0.20050 2.39376  0.3006
H 3.50765 0.39681 0.02813  0.4287
H -1.13868 0.04947 -4.47744  0.4902
I -4.60056 -0.91823 -1.78095  -0.1520
C -2.11570 2.17366 -0.58485  0.6204
C -2.65202 -1.60605 -2.46591  -1.6340
C -1.46586 0.95883 -3.98241  0.4581
H -2.56394 4.25105 -2.29907  0.3631
C 1.34204 1.29054 1.98972  -0.1473
H -1.62680 2.02251 -5.83251  0.3970
H 3.57946 -2.56337 0.84080  0.3427
H -2.96386 3.84993 3.43030  0.4035
C -1.73508 2.07876 -4.75501  -0.9940
H -2.82891 2.05534 5.13238  0.3820
H 3.02380 1.24366 3.38291  0.2656
H 3.87283 -0.20863 1.64729  0.5953
Mn -1.30050 -0.51524 -1.26340  -1.2281
C 2.24146 -1.80699 -3.52674  0.1165
H 3.22572 -1.31999 3.57674  0.2834
C -1.99313 2.19371 -2.02274  0.5814
H -2.67943 -1.44649 -3.54030  0.6137
H 2.31257 2.83891 3.13533  0.4520
F 4.23191 -0.75589 -4.24970  -0.3626
Cl -4.00951 -4.38170 0.83247  -0.0780
F 1.17354 1.65143 -1.63134  -0.4887
H 1.95415 -2.19415 4.44127  0.4480
F 3.50304 1.52752 -2.96305  -0.3940
C -2.25888 3.33098 -2.78892  -0.7200
H 4.78128 -1.72737 -0.14313  0.3767
C -2.32510 -4.08553 1.01497  -0.0247
Cl -1.31798 -5.48187 1.03320  -0.1006

Forces on atoms 1 to 2 (eV/Å):
C -0.0838 0.0974 0.4061
C 0.3719 0.4842 -0.3481

***

(6)
# C4H12

2 unconnected molecules or ions with the total composition C4H12 (ωB97M-V with the def2-TZVPD basis set, the Open Molecules 2025 dataset).

Values from the calculation:
- energy above the lowest of the compared OMol25 structures with the same formula, charge and spin (kcal/mol) = 21.1
- 2S+1 = 2
- lowest unoccupied orbital energy (alpha / beta) (eV) = 4.313 / 4.475
- frontier orbital gap (alpha / beta) (eV) = 2.73 / 11.89
- charge = -1
- strongest force on any atom (eV/Å) = 2.7

Each line ends with the Mulliken charge.
Element x y z (Å)
C 1.57157 0.17923 -1.34790  -1.1626
H 0.80473 -1.29466 -2.80778  0.4754
H 0.67304 -1.83318 -1.22519  0.4445
H 2.57612 0.55167 -1.43300  0.4011
H -2.89230 0.41213 0.87668  0.8544
H 2.33328 -1.70713 -1.84793  0.3516
H -2.70649 0.43247 2.42733  0.7608
H -0.22413 0.61789 0.70079  -0.4812
H -2.10380 1.93032 1.58178  0.7222
C 1.35340 -1.24271 -1.86499  -1.3890
C -0.75354 0.20006 1.56785  -1.3661
H -0.31856 0.59088 2.48650  0.5456
H 1.07323 1.10117 -1.68127  0.7592
C -2.18704 0.85579 1.58725  -2.4465
H -0.62692 -0.85662 1.48292  0.6689
H 1.42510 0.23850 -0.26766  -0.1384

Forces on atoms 1 to 2 (eV/Å):
C 0.0336 1.2290 1.1503
H 0.6908 0.0730 -0.3938